This record from OMol25 describes a molecular structure, C34H53N10O3PSZr. The level of theory is wB97M-V/def2-TZVPD.

Atoms and positions in Å:
Zr 0.026 -1.155 -0.841
N -2.152 -1.597 -1.797
N -2.755 -2.863 -1.675
C -1.947 -3.951 -1.574
N -2.543 -5.135 -1.621
S -0.269 -3.820 -1.419
H -2.812 -0.894 -1.473
H -1.911 -1.382 -2.768
H -3.661 -2.971 -2.111
H -3.543 -5.245 -1.691
H -1.980 -5.965 -1.535
C -0.758 -0.465 -4.880
C 0.454 0.394 -4.649
C 1.112 0.992 -5.710
C 2.229 1.788 -5.492
C 2.679 1.992 -4.200
C 2.044 1.409 -3.108
C 2.580 1.683 -1.724
C 0.924 0.588 -3.334
N 0.284 -0.080 -2.300
H -1.012 -0.507 -5.937
H -1.625 -0.057 -4.347
H -0.593 -1.494 -4.536
H 0.748 0.837 -6.718
H 2.738 2.251 -6.326
H 3.544 2.621 -4.026
H 3.599 1.308 -1.611
H 1.953 1.235 -0.953
H 2.620 2.758 -1.539
O 5.706 -0.803 3.117
C 6.650 -1.275 2.167
N 5.910 -1.760 1.038
C 5.633 -0.968 -0.032
O 6.132 0.113 -0.242
C 4.581 -1.504 -0.967
C 4.857 -1.814 -2.292
C 3.806 -2.168 -3.120
C 2.519 -2.150 -2.619
N 2.237 -1.835 -1.345
C 3.268 -1.537 -0.542
H 6.180 -0.399 3.852
H 7.243 -2.093 2.580
H 7.304 -0.477 1.818
H 5.445 -2.649 1.118
H 5.872 -1.762 -2.665
H 3.970 -2.421 -4.158
H 1.673 -2.365 -3.258
H 3.037 -1.243 0.476
N 0.700 -2.137 1.395
C -0.410 -2.963 1.812
C -0.240 -4.329 1.971
C -1.335 -5.123 2.281
C -2.594 -4.557 2.439
C -2.751 -3.187 2.298
C -1.662 -2.383 1.983
H 1.557 -2.677 1.438
H 0.810 -1.334 2.011
H 0.738 -4.777 1.848
H -1.198 -6.188 2.412
H -3.439 -5.180 2.698
H -3.723 -2.735 2.450
H -1.778 -1.308 1.902
O -0.507 0.309 0.583
P -1.333 1.470 1.148
N -2.776 0.934 1.699
C -3.336 1.255 3.033
C -4.742 0.659 2.982
C -5.112 0.736 1.502
C -3.802 0.360 0.817
N -0.509 2.092 2.396
C 0.203 1.264 3.387
C 0.328 2.190 4.593
C 0.473 3.567 3.945
C -0.527 3.517 2.792
N -1.614 2.570 -0.002
C -2.722 3.552 0.048
C -2.130 4.785 -0.626
C -1.194 4.185 -1.673
C -0.552 3.010 -0.941
H -3.374 2.335 3.188
H -2.733 0.817 3.829
H -5.435 1.195 3.626
H -4.719 -0.383 3.310
H -5.388 1.757 1.232
H -5.935 0.078 1.228
H -3.717 0.771 -0.193
H -3.697 -0.734 0.773
H 1.193 0.990 3.005
H -0.351 0.349 3.614
H 1.165 1.925 5.235
H -0.586 2.149 5.189
H 1.484 3.695 3.556
H 0.266 4.386 4.630
H -0.237 4.153 1.956
H -1.523 3.820 3.129
H -3.047 3.741 1.072
H -3.580 3.178 -0.518
H -1.560 5.371 0.099
H -2.898 5.429 -1.050
H -0.451 4.892 -2.037
H -1.763 3.826 -2.532
H 0.338 3.327 -0.387
H -0.275 2.194 -1.605

Computed properties:
2S+1: 1
Total charge: +2
LUMO level, eV: -4.65
Frontier orbital gap, eV: 7.28


This record from OMol25 describes a molecular structure, C34H54CrN3O2P2 in a non-equilibrium geometry. The level of theory is wB97M-V/def2-TZVPD.

Atoms and positions in Å:
C -1.546 -1.457 -2.539
C 0.668 -2.121 -2.036
C -1.596 -2.297 -3.642
C 0.583 -3.139 -3.025
C -0.548 -3.211 -3.818
H -2.459 -2.234 -4.311
H 1.466 -3.754 -3.195
H -0.615 -3.965 -4.605
N -0.509 -1.490 -1.666
P -2.669 -0.093 -0.479
P 2.367 -0.448 -0.359
C -2.582 -0.384 -2.300
H -2.273 0.553 -2.786
H -3.554 -0.651 -2.728
C 1.904 -1.641 -1.555
H 2.746 -2.236 -1.920
C 3.755 0.332 -1.516
C 3.295 -1.171 1.212
C -3.406 1.619 -0.287
C -3.789 -1.511 0.045
C 3.688 1.831 -1.202
H 3.934 2.048 -0.154
H 4.425 2.365 -1.818
H 2.702 2.251 -1.423
C 5.185 -0.192 -1.315
H 5.598 -0.047 -0.313
H 5.266 -1.250 -1.595
H 5.841 0.359 -2.009
C 3.467 0.051 -2.998
H 4.124 0.693 -3.599
H 3.708 -0.984 -3.270
H 2.437 0.282 -3.284
C 4.046 0.000 1.868
H 3.351 0.813 2.125
H 4.512 -0.348 2.802
H 4.840 0.424 1.246
C 2.271 -1.686 2.222
H 1.597 -0.895 2.560
H 1.675 -2.511 1.820
H 2.803 -2.064 3.111
C 4.197 -2.345 0.842
H 5.034 -2.070 0.198
H 4.624 -2.760 1.769
H 3.621 -3.134 0.344
C -4.209 -1.272 1.504
H -4.794 -2.141 1.842
H -3.338 -1.183 2.167
H -4.848 -0.384 1.609
C -2.991 -2.830 -0.043
H -2.706 -3.063 -1.076
H -2.088 -2.808 0.579
H -3.639 -3.645 0.319
C -5.033 -1.684 -0.847
H -5.651 -2.483 -0.406
H -5.648 -0.780 -0.907
H -4.766 -2.005 -1.862
C -2.554 2.615 -1.097
H -2.585 2.416 -2.176
H -2.948 3.630 -0.928
H -1.506 2.594 -0.768
C -3.302 2.009 1.196
H -2.250 2.070 1.509
H -3.765 2.999 1.331
H -3.819 1.302 1.858
C -4.868 1.672 -0.769
H -4.975 1.302 -1.800
H -5.547 1.113 -0.110
H -5.196 2.726 -0.765
Cr -0.374 -0.327 -0.041
C -0.692 -1.268 1.543
O -0.880 -1.810 2.578
N 0.244 1.059 -1.260
C 0.725 1.129 -2.363
C 0.751 2.080 -3.453
C 0.536 3.442 -3.162
C 0.938 1.685 -4.797
C 0.574 4.400 -4.178
H 0.351 3.750 -2.129
C 1.014 2.659 -5.798
H 1.041 0.625 -5.033
C 0.824 4.015 -5.500
H 0.410 5.453 -3.935
H 1.213 2.361 -6.826
H 0.835 4.762 -6.297
C 1.279 2.914 4.161
N 0.297 1.841 4.282
C -0.064 1.351 5.605
C -0.277 1.324 3.186
O 0.102 1.554 2.014
H 1.627 3.150 5.173
H 0.816 3.806 3.711
H 2.127 2.597 3.534
H -1.155 1.368 5.735
H 0.277 0.313 5.756
H 0.403 1.994 6.356
H -1.138 0.669 3.417

Computed properties:
Expectation value of S²: 6.07
2S+1: 5
Total charge: +1
LUMO level (spin up / spin down), eV: -2.76 / -3.61
Frontier orbital gap (spin up / spin down), eV: 6.19 / 5.36


This record from OMol25 describes a molecular structure, C34H54F6O20Pb in a non-equilibrium geometry. The level of theory is wB97M-V/def2-TZVPD.

Atoms and positions in Å:
Pb 0.402 -0.509 -0.236
C 0.397 2.039 -3.091
O 1.598 1.365 -3.131
O -0.238 1.466 -1.972
C 0.558 3.628 -3.306
F -0.574 4.208 -3.749
F 1.013 4.205 -2.203
F 1.415 3.942 -4.266
C 2.313 1.007 -4.329
C 3.717 0.636 -3.917
H 4.157 1.376 -3.249
H 3.879 -0.333 -3.445
H 4.299 0.638 -4.838
H 2.344 1.880 -4.981
H 1.948 0.129 -4.863
H -0.173 1.805 -3.990
C 0.942 -3.720 0.533
O 1.992 -2.884 -0.024
O -0.222 -2.869 0.510
C 0.982 -5.117 -0.159
F 1.854 -6.019 0.356
F -0.211 -5.739 0.045
F 1.192 -5.100 -1.488
C 3.358 -3.211 0.191
C 4.186 -2.104 -0.398
H 3.730 -1.680 -1.293
H 4.250 -1.397 0.428
H 5.210 -2.250 -0.744
H 3.532 -4.092 -0.427
H 3.660 -3.409 1.219
H 1.282 -3.919 1.549
C 3.717 0.601 3.461
O 2.570 0.043 4.012
C 1.591 -0.488 3.246
O 1.597 -0.479 2.021
O 0.799 -1.017 4.094
C -0.240 -1.860 3.658
H 4.124 -0.058 2.694
H 4.572 0.707 4.130
H 3.532 1.572 3.002
H -0.632 -1.447 2.728
H -1.061 -2.054 4.347
H 0.188 -2.848 3.484
C 2.581 -3.001 -3.818
O 1.158 -3.182 -3.943
C 0.301 -2.478 -3.265
O 0.583 -1.657 -2.443
O -0.920 -2.811 -3.851
C -2.092 -2.166 -3.415
H 2.933 -2.041 -4.195
H 3.181 -3.844 -4.160
H 2.917 -2.917 -2.784
H -2.213 -1.405 -4.186
H -2.078 -1.602 -2.482
H -2.905 -2.880 -3.281
O -2.252 -0.249 -0.217
C -3.381 0.198 -0.500
O -4.330 -0.442 -1.288
C -5.406 0.388 -1.569
C -4.896 1.778 -1.338
C -3.840 1.615 -0.254
H -6.323 0.071 -1.074
H -5.702 0.373 -2.618
H -5.584 2.449 -0.825
H -4.437 2.269 -2.196
H -4.130 1.662 0.796
H -2.927 2.192 -0.399
O -0.430 1.362 1.358
C -0.162 2.553 1.282
O 1.009 3.026 1.615
C 1.158 4.418 1.252
C -0.287 4.949 1.106
C -0.986 3.668 0.771
H 1.828 4.472 0.394
H 1.458 4.957 2.151
H -0.316 5.756 0.374
H -0.628 5.279 2.087
H -1.060 3.601 -0.314
H -2.001 3.537 1.144
O -6.543 -4.199 -1.832
C -5.479 -4.090 -1.136
O -4.189 -4.121 -1.662
C -3.168 -3.798 -0.796
C -3.911 -3.324 0.443
C -5.374 -3.817 0.358
H -2.434 -3.052 -1.099
H -2.678 -4.732 -0.522
H -3.940 -2.242 0.579
H -3.439 -3.604 1.385
H -6.148 -3.121 0.681
H -5.486 -4.787 0.842
O -4.483 3.563 4.075
C -3.872 2.534 4.313
O -2.856 2.139 3.484
C -2.061 1.063 4.007
C -2.737 0.778 5.385
C -3.942 1.674 5.529
H -1.009 1.295 4.170
H -2.281 0.246 3.321
H -1.995 1.220 6.051
H -2.904 -0.273 5.622
H -3.903 2.332 6.397
H -4.844 1.069 5.618
O 2.595 1.002 -0.235
C 3.721 1.541 -0.241
O 4.778 1.105 0.318
C 5.770 2.097 0.506
C 4.990 3.398 0.207
C 3.988 2.961 -0.812
H 6.574 2.025 -0.227
H 6.130 1.985 1.529
H 5.644 4.202 -0.131
H 4.525 3.870 1.072
H 4.502 2.961 -1.773
H 3.086 3.557 -0.955

Computed properties:
2S+1: 1
LUMO level, eV: 0.21
Frontier orbital gap, eV: 7.73


This record from OMol25 describes 9 unconnected molecules or ions with the total composition C34H54O27 in a non-equilibrium geometry. The level of theory is wB97M-V/def2-TZVPD.

Atoms and positions in Å:
C -12.986 -6.864 -16.529
C -12.861 -6.714 -14.964
C -14.037 -7.541 -14.349
O -13.521 -8.842 -14.239
C -12.153 -8.741 -14.348
O -11.285 -9.600 -14.176
O -11.809 -7.535 -14.615
H -13.429 -5.940 -16.959
H -13.386 -7.810 -16.910
H -11.959 -6.905 -16.985
H -12.787 -5.735 -14.630
H -14.910 -7.632 -14.976
H -14.224 -7.062 -13.440
C -20.290 -1.726 -6.352
C -21.162 -0.763 -7.104
C -20.525 0.517 -7.428
O -20.490 0.535 -8.856
C -21.194 -0.478 -9.368
O -21.347 -0.826 -10.563
O -21.586 -1.172 -8.411
H -20.996 -2.586 -6.170
H -20.152 -1.390 -5.324
H -19.366 -1.989 -6.839
H -22.030 -0.427 -6.604
H -19.534 0.562 -6.967
H -21.037 1.445 -7.169
C -13.573 1.695 -8.287
C -14.763 1.496 -7.352
C -15.765 2.643 -7.125
O -16.865 2.120 -7.803
C -16.737 0.826 -8.121
O -17.599 0.133 -8.676
O -15.577 0.415 -7.797
H -12.947 0.812 -8.356
H -13.008 2.546 -7.918
H -13.992 2.061 -9.272
H -14.365 1.242 -6.403
H -15.354 3.486 -7.668
H -15.904 2.849 -6.067
C -15.385 -9.974 -11.651
C -15.122 -10.836 -10.400
C -15.126 -10.098 -9.040
O -16.328 -10.626 -8.410
C -16.798 -11.602 -9.121
O -17.730 -12.280 -8.652
O -16.166 -11.837 -10.265
H -14.959 -10.521 -12.470
H -15.035 -8.964 -11.509
H -16.458 -9.956 -11.887
H -14.134 -11.385 -10.434
H -15.124 -9.068 -9.138
H -14.336 -10.548 -8.416
C -19.302 -6.367 -6.995
C -19.181 -7.539 -5.979
C -18.923 -9.007 -6.628
O -17.998 -9.554 -5.758
C -17.335 -8.539 -5.255
O -16.180 -8.671 -4.815
O -17.859 -7.345 -5.461
H -19.468 -5.355 -6.614
H -20.092 -6.482 -7.756
H -18.351 -6.288 -7.468
H -19.821 -7.578 -5.148
H -18.521 -8.984 -7.629
H -19.824 -9.597 -6.806
C -15.505 -5.735 -8.092
C -15.483 -4.642 -7.089
C -16.094 -3.410 -7.481
O -17.096 -3.207 -6.507
C -17.037 -4.136 -5.664
O -17.708 -4.206 -4.629
O -16.144 -5.100 -5.948
H -14.656 -6.491 -8.045
H -15.283 -5.323 -9.038
H -16.463 -6.262 -8.128
H -14.545 -4.265 -6.931
H -16.699 -3.596 -8.397
H -15.578 -2.439 -7.621
C -17.023 -1.099 -12.718
C -17.380 0.400 -12.819
C -18.476 1.030 -11.987
O -17.937 2.172 -11.381
C -16.616 2.194 -11.622
O -15.937 3.012 -11.075
O -16.247 1.189 -12.377
H -16.256 -1.272 -13.472
H -17.926 -1.720 -12.877
H -16.711 -1.496 -11.770
H -17.635 0.826 -13.849
H -18.816 0.341 -11.189
H -19.348 1.082 -12.648
C -13.484 -3.411 -10.092
O -14.636 -3.183 -11.010
C -14.484 -3.820 -12.213
O -13.436 -4.763 -12.466
O -15.452 -3.702 -13.048
C -15.423 -3.949 -14.459
H -12.643 -3.053 -10.530
H -13.371 -4.441 -9.695
H -13.677 -2.880 -9.213
H -16.465 -3.784 -14.692
H -14.974 -4.858 -14.795
H -14.817 -3.236 -15.064
C -19.005 -2.810 -9.863
O -18.095 -3.362 -10.780
C -17.959 -4.710 -10.838
O -18.704 -5.548 -9.935
O -17.132 -5.186 -11.684
C -16.886 -6.581 -11.696
H -20.013 -3.001 -10.284
H -18.951 -1.693 -9.953
H -18.884 -3.199 -8.871
H -16.919 -7.088 -10.716
H -16.072 -6.857 -12.348
H -17.740 -6.973 -12.259

Computed properties:
SMILES string: C[C@H]1COC(=O)O1.C[C@H]1COC(=O)O1.C[C@H]1COC(=O)O1.C[C@H]1COC(=O)O1.C[C@H]1COC(=O)O1.C[C@H]1COC(=O)O1.C[C@H]1COC(=O)O1.COC(=O)OC.COC(=O)OC
2S+1: 1
LUMO level, eV: -0.06
Frontier orbital gap, eV: 9.85


Please write out number 1 again, unchanged.
This record from OMol25 describes a molecular structure, C34H53N10O3PSZr. The level of theory is wB97M-V/def2-TZVPD.

Atoms and positions in Å:
Zr 0.026 -1.155 -0.841
N -2.152 -1.597 -1.797
N -2.755 -2.863 -1.675
C -1.947 -3.951 -1.574
N -2.543 -5.135 -1.621
S -0.269 -3.820 -1.419
H -2.812 -0.894 -1.473
H -1.911 -1.382 -2.768
H -3.661 -2.971 -2.111
H -3.543 -5.245 -1.691
H -1.980 -5.965 -1.535
C -0.758 -0.465 -4.880
C 0.454 0.394 -4.649
C 1.112 0.992 -5.710
C 2.229 1.788 -5.492
C 2.679 1.992 -4.200
C 2.044 1.409 -3.108
C 2.580 1.683 -1.724
C 0.924 0.588 -3.334
N 0.284 -0.080 -2.300
H -1.012 -0.507 -5.937
H -1.625 -0.057 -4.347
H -0.593 -1.494 -4.536
H 0.748 0.837 -6.718
H 2.738 2.251 -6.326
H 3.544 2.621 -4.026
H 3.599 1.308 -1.611
H 1.953 1.235 -0.953
H 2.620 2.758 -1.539
O 5.706 -0.803 3.117
C 6.650 -1.275 2.167
N 5.910 -1.760 1.038
C 5.633 -0.968 -0.032
O 6.132 0.113 -0.242
C 4.581 -1.504 -0.967
C 4.857 -1.814 -2.292
C 3.806 -2.168 -3.120
C 2.519 -2.150 -2.619
N 2.237 -1.835 -1.345
C 3.268 -1.537 -0.542
H 6.180 -0.399 3.852
H 7.243 -2.093 2.580
H 7.304 -0.477 1.818
H 5.445 -2.649 1.118
H 5.872 -1.762 -2.665
H 3.970 -2.421 -4.158
H 1.673 -2.365 -3.258
H 3.037 -1.243 0.476
N 0.700 -2.137 1.395
C -0.410 -2.963 1.812
C -0.240 -4.329 1.971
C -1.335 -5.123 2.281
C -2.594 -4.557 2.439
C -2.751 -3.187 2.298
C -1.662 -2.383 1.983
H 1.557 -2.677 1.438
H 0.810 -1.334 2.011
H 0.738 -4.777 1.848
H -1.198 -6.188 2.412
H -3.439 -5.180 2.698
H -3.723 -2.735 2.450
H -1.778 -1.308 1.902
O -0.507 0.309 0.583
P -1.333 1.470 1.148
N -2.776 0.934 1.699
C -3.336 1.255 3.033
C -4.742 0.659 2.982
C -5.112 0.736 1.502
C -3.802 0.360 0.817
N -0.509 2.092 2.396
C 0.203 1.264 3.387
C 0.328 2.190 4.593
C 0.473 3.567 3.945
C -0.527 3.517 2.792
N -1.614 2.570 -0.002
C -2.722 3.552 0.048
C -2.130 4.785 -0.626
C -1.194 4.185 -1.673
C -0.552 3.010 -0.941
H -3.374 2.335 3.188
H -2.733 0.817 3.829
H -5.435 1.195 3.626
H -4.719 -0.383 3.310
H -5.388 1.757 1.232
H -5.935 0.078 1.228
H -3.717 0.771 -0.193
H -3.697 -0.734 0.773
H 1.193 0.990 3.005
H -0.351 0.349 3.614
H 1.165 1.925 5.235
H -0.586 2.149 5.189
H 1.484 3.695 3.556
H 0.266 4.386 4.630
H -0.237 4.153 1.956
H -1.523 3.820 3.129
H -3.047 3.741 1.072
H -3.580 3.178 -0.518
H -1.560 5.371 0.099
H -2.898 5.429 -1.050
H -0.451 4.892 -2.037
H -1.763 3.826 -2.532
H 0.338 3.327 -0.387
H -0.275 2.194 -1.605

Computed properties:
2S+1: 1
Total charge: +2
LUMO level, eV: -4.65
Frontier orbital gap, eV: 7.28